DFT (ωB97M-V/def2-TZVPD) results for a cluster of 3 separate species, C21H42BBrNO11P in total.

Each line ends with the Mulliken charge.
Element x y z (Å)
1 C 0.608 -1.107 1.696  -0.577
2 C 0.760 0.239 2.611  -0.429
3 B 1.196 1.473 1.616  0.060
4 O 2.641 1.596 1.402  -0.563
5 C 0.119 2.463 0.887  0.751
6 P 0.576 2.337 -0.977  0.518
7 O -0.311 3.299 -1.792  -0.724
8 C 0.293 4.067 1.093  -0.061
9 O 1.386 4.618 1.278  -0.575
10 O -1.005 4.628 0.961  -0.341
11 C -2.135 3.766 1.386  0.330
12 N -2.287 4.211 2.810  -0.705
13 C -3.375 3.932 0.407  -0.030
14 C -4.210 5.275 0.599  0.207
15 O -4.729 5.678 1.645  -0.466
16 Br -4.485 6.399 -1.039  -0.165
17 C -1.423 2.307 1.284  0.131
18 C -2.024 1.230 0.254  0.021
19 C -3.335 0.463 0.776  -0.752
20 C -4.495 0.303 -0.338  -0.403
21 C -4.051 -0.534 -1.624  -0.337
22 O -3.091 0.136 -2.493  -0.362
23 C -3.661 1.338 -3.032  0.255
24 O -2.956 1.993 -3.809  -0.463
25 H 1.426 -1.869 1.900  0.403
26 H 0.655 -0.852 0.573  0.147
27 H -0.394 -1.575 1.976  0.059
28 H 1.535 0.021 3.412  0.315
29 H -0.243 0.490 3.087  0.213
30 H 2.981 0.730 1.074  0.165
31 H 1.966 2.575 -1.209  0.109
32 H 0.252 1.003 -1.435  0.035
33 H -2.590 5.197 2.846  0.350
34 H -1.350 4.225 3.258  0.343
35 H -2.952 3.936 -0.666  0.468
36 H -4.119 3.067 0.460  -0.106
37 H -1.674 1.887 2.329  0.386
38 H -1.211 0.423 0.126  -0.054
39 H -2.187 1.765 -0.748  0.012
40 H -3.024 -0.617 1.042  0.091
41 H -3.765 0.921 1.731  0.397
42 H -5.324 -0.316 0.175  0.370
43 H -4.906 1.335 -0.583  0.190
44 H -5.000 -0.700 -2.263  0.384
45 H -3.659 -1.581 -1.391  0.087
46 H -4.703 1.712 -2.747  0.302
47 C 7.942 1.329 -1.683  -0.700
48 O 7.749 -0.059 -1.441  -0.388
49 C 6.983 -0.305 -0.264  -0.663
50 C 5.520 -0.585 -0.596  -0.338
51 O 4.885 0.556 -1.171  -0.228
52 C 4.828 0.485 -2.591  -0.928
53 H 8.242 1.452 -2.726  0.248
54 H 7.033 1.911 -1.514  0.282
55 H 8.742 1.707 -1.040  0.325
56 H 7.076 0.528 0.440  0.325
57 H 7.409 -1.194 0.212  0.388
58 H 4.990 -0.811 0.332  0.311
59 H 5.424 -1.453 -1.256  0.360
60 H 4.000 -0.164 -2.890  0.323
61 H 5.760 0.110 -3.023  0.434
62 H 4.649 1.490 -2.974  0.253
63 C -1.134 -7.189 0.967  -0.689
64 O -2.300 -6.609 0.396  -0.387
65 C -2.645 -5.367 1.005  -0.761
66 C -2.155 -4.182 0.178  0.178
67 O -0.732 -4.135 0.118  -0.325
68 C -0.219 -4.699 -1.083  -0.856
69 H -0.754 -7.939 0.272  0.249
70 H -0.347 -6.452 1.145  0.274
71 H -1.393 -7.681 1.909  0.326
72 H -2.262 -5.318 2.030  0.339
73 H -3.738 -5.329 1.054  0.391
74 H -2.484 -3.259 0.662  -0.033
75 H -2.583 -4.201 -0.831  0.336
76 H -0.304 -3.972 -1.895  0.315
77 H -0.739 -5.620 -1.361  0.390
78 H 0.835 -4.933 -0.924  0.263

Its LUMO energy is 0.11 eV. As for the SMILES: CCB(O)[C@]1([PH2]=O)C(=O)O[C@@](N)(CC(=O)Br)[C@H]1CCCCOC=O.COCCOC.COCCOC. Its spin multiplicity is 1. The value obtained for the HOMO energy is -9.5 eV. The calculation puts the gap between HOMO and LUMO at 9.65 eV.